A cluster of 12 separate species, C36H72O18 in total. Source: OMol25; level of theory: ωB97M-V/def2-TZVPD.

As for the max |F|: 2.58 eV/A. The energy relative to the best compared isomer or geometry (same formula, charge and spin) is 481.7 kJ/mol. For the LUMO energy, the calculation gives 0.10 eV. Its structure (SMILES) is COC(=O)OC.COC(=O)OC.COC(=O)OC.CC(C)=O.CC(C)=O.CC(C)=O.CC(C)=O.CC(C)=O.CC(C)=O.CC(C)=O.CC(C)=O.CC(C)=O. The HOMO energy comes out at -9.4 eV.

Bonds (Å) are listed after each position.
Positions of all 126 atoms, in Å:
1 C -8.14 34.44 30.63  O2 1.425, H7 1.091, H8 1.089, H9 1.087
2 O -9.40 34.77 30.05  C1 1.425, C3 1.321
3 C -9.96 35.90 30.44  O2 1.321, O4 1.226, O5 1.309
4 O -9.40 36.75 31.11  C3 1.226
5 O -11.20 35.93 30.01  C3 1.309, C6 1.429
6 C -12.07 37.00 30.38  O5 1.429, H10 1.089, H11 1.090, H12 1.089
7 H -7.33 35.09 30.30  C1 1.091
8 H -7.78 33.46 30.32  C1 1.089
9 H -8.20 34.49 31.71  C1 1.087
10 H -13.12 36.74 30.27  C6 1.089
11 H -11.91 37.82 29.68  C6 1.090
12 H -11.95 37.39 31.39  C6 1.089
13 C -9.58 39.24 32.67  O14 1.434, H19 1.088, H20 1.089, H21 1.088
14 O -9.43 40.28 33.64  C13 1.434, C15 1.319
15 C -9.51 39.82 34.88  O14 1.319, O16 1.226, O17 1.362
16 O -9.90 38.72 35.26  C15 1.226
17 O -9.07 40.82 35.69  C15 1.362, C18 1.407
18 C -9.07 40.60 37.08  O17 1.407, H22 1.090, H23 1.091, H24 1.090
19 H -10.58 38.82 32.52  C13 1.088
20 H -8.91 38.43 32.96  C13 1.089
21 H -9.22 39.63 31.72  C13 1.088
22 H -8.79 39.59 37.39  C18 1.090
23 H -10.07 40.85 37.42  C18 1.091
24 H -8.40 41.26 37.64  C18 1.090
25 C -6.33 30.88 30.11  O26 1.429, H31 1.088, H32 1.090, H33 1.089
26 O -5.45 30.19 31.00  C25 1.429, C27 1.340
27 C -5.52 28.87 31.22  O26 1.340, O28 1.224, O29 1.350
28 O -5.03 28.32 32.20  C27 1.224
29 O -6.04 28.23 30.15  C27 1.350, C30 1.429
30 C -6.16 26.81 30.21  O29 1.429, H34 1.089, H35 1.091, H36 1.087
31 H -6.20 31.95 30.31  C25 1.088
32 H -7.36 30.62 30.36  C25 1.090
33 H -6.01 30.64 29.09  C25 1.089
34 H -6.60 26.47 31.14  C30 1.089
35 H -5.13 26.45 30.17  C30 1.091
36 H -6.67 26.49 29.30  C30 1.087
37 C -10.77 41.06 29.72  C38 1.516, H41 1.093, H42 1.090, H43 1.089
38 C -9.73 40.13 29.14  C37 1.516, C39 1.513, O40 1.223
39 C -8.43 40.79 28.71  C38 1.513, H44 1.088, H45 1.092, H46 1.089
40 O -9.92 38.94 28.99  C38 1.223
41 H -10.30 41.48 30.61  C37 1.093
42 H -11.64 40.51 30.10  C37 1.090
43 H -11.13 41.87 29.10  C37 1.089
44 H -7.78 40.06 28.24  C39 1.088
45 H -8.02 41.07 29.68  C39 1.092
46 H -8.67 41.62 28.04  C39 1.089
47 C -10.84 40.86 25.83  C48 1.528, H51 1.089, H52 1.089, H53 1.091
48 C -12.03 40.91 26.79  C47 1.528, C49 1.505, O50 1.228
49 C -12.68 39.63 27.26  C48 1.505, H54 1.092, H55 1.091, H56 1.088
50 O -12.43 41.99 27.22  C48 1.228
51 H -9.91 41.28 26.19  C47 1.089
52 H -11.11 41.35 24.90  C47 1.089
53 H -10.70 39.79 25.68  C47 1.091
54 H -11.97 38.80 27.25  C49 1.092
55 H -13.36 39.27 26.49  C49 1.091
56 H -13.17 39.65 28.22  C49 1.088
57 C -15.52 35.95 27.49  C58 1.509, H61 1.093, H62 1.090, H63 1.090
58 C -16.00 36.90 26.42  C57 1.509, C59 1.519, O60 1.200
59 C -15.84 38.38 26.72  C58 1.519, H64 1.089, H65 1.087, H66 1.092
60 O -16.57 36.48 25.45  C58 1.200
61 H -16.32 35.61 28.15  C57 1.093
62 H -14.74 36.35 28.13  C57 1.090
63 H -15.27 34.95 27.12  C57 1.090
64 H -15.67 38.94 25.81  C59 1.089
65 H -15.12 38.57 27.51  C59 1.087
66 H -16.80 38.70 27.13  C59 1.092
67 C -13.35 35.75 34.20  C68 1.519, H71 1.092, H72 1.089, H73 1.091
68 C -13.80 37.13 34.64  C67 1.519, C69 1.506, O70 1.226
69 C -13.38 38.32 33.82  C68 1.506, H74 1.090, H75 1.093, H76 1.091
70 O -14.59 37.23 35.57  C68 1.226
71 H -12.30 35.58 34.44  C67 1.092
72 H -13.58 35.40 33.19  C67 1.089
73 H -13.86 35.06 34.88  C67 1.091
74 H -13.86 39.26 34.12  C69 1.090
75 H -13.64 38.35 32.76  C69 1.093
76 H -12.29 38.40 33.82  C69 1.091
77 C -3.72 34.83 33.75  C78 1.491, H81 1.092, H82 1.092, H83 1.088
78 C -4.64 35.60 32.87  C77 1.491, C79 1.511, O80 1.229
79 C -4.19 36.84 32.13  C78 1.511, H84 1.090, H85 1.092, H86 1.088
80 O -5.77 35.17 32.66  C78 1.229
81 H -3.35 35.53 34.51  C77 1.092
82 H -2.84 34.48 33.21  C77 1.092
83 H -4.18 33.95 34.20  C77 1.088
84 H -3.86 36.56 31.13  C79 1.090
85 H -3.32 37.31 32.60  C79 1.092
86 H -4.91 37.65 32.16  C79 1.088
87 C -2.63 34.08 28.11  C88 1.514, H91 1.091, H92 1.089, H93 1.090
88 C -3.97 33.38 28.13  C87 1.514, C89 1.528, O90 1.216
89 C -5.19 34.15 28.66  C88 1.528, H94 1.086, H95 1.090, H96 1.093
90 O -4.13 32.30 27.60  C88 1.216
91 H -2.77 34.89 27.39  C87 1.091
92 H -1.85 33.40 27.77  C87 1.089
93 H -2.32 34.45 29.09  C87 1.090
94 H -6.04 33.60 29.05  C89 1.086
95 H -5.49 34.84 27.88  C89 1.090
96 H -4.75 34.73 29.47  C89 1.093
97 C -7.13 36.95 27.57  C98 1.504, H101 1.091, H102 1.090, H103 1.088
98 C -6.28 37.93 28.33  C97 1.504, C99 1.484, O100 1.212
99 C -6.33 37.79 29.81  C98 1.484, H104 1.092, H105 1.091, H106 1.090
100 O -5.74 38.85 27.76  C98 1.212
101 H -6.44 36.58 26.80  C97 1.091
102 H -7.89 37.60 27.14  C97 1.090
103 H -7.53 36.13 28.16  C97 1.088
104 H -5.69 38.61 30.14  C99 1.092
105 H -5.82 36.88 30.10  C99 1.091
106 H -7.30 37.80 30.31  C99 1.090
107 C -11.78 32.50 30.30  C108 1.525, H111 1.090, H112 1.092, H113 1.088
108 C -13.29 32.46 30.11  C107 1.525, C109 1.528, O110 1.211
109 C -13.92 33.68 29.44  C108 1.528, H114 1.091, H115 1.091, H116 1.089
110 O -13.97 31.53 30.51  C108 1.211
111 H -11.30 31.53 30.20  C107 1.090
112 H -11.57 32.77 31.33  C107 1.092
113 H -11.29 33.24 29.66  C107 1.088
114 H -13.81 33.60 28.36  C109 1.091
115 H -13.34 34.56 29.71  C109 1.091
116 H -14.96 33.86 29.71  C109 1.089
117 C -6.83 31.87 33.62  C118 1.526, H121 1.090, H122 1.093, H123 1.088
118 C -8.22 32.46 33.37  C117 1.526, C119 1.508, O120 1.206
119 C -8.59 33.64 34.23  C118 1.508, H124 1.090, H125 1.088, H126 1.091
120 O -8.96 31.99 32.55  C118 1.206
121 H -6.45 32.01 34.63  C117 1.090
122 H -6.13 32.45 33.02  C117 1.093
123 H -6.80 30.84 33.28  C117 1.088
124 H -8.15 33.36 35.18  C119 1.090
125 H -9.68 33.72 34.15  C119 1.088
126 H -8.02 34.49 33.85  C119 1.091